{"formula": "C19H21BN2O2Sr", "method": "wB97M-V/def2-TZVPD", "relative_energy_ev": 4.053, "elements": ["C", "C", "H", "H", "H", "H", "H", "H", "C", "C", "C", "C", "H", "H", "H", "H", "N", "C", "C", "N", "C", "C", "C", "H", "H", "C", "H", "H", "Sr", "C", "H", "H", "H", "O", "B", "O", "C", "C", "C", "C", "C", "C", "H", "H", "H", "H"], "positions_angstrom": [[-3.059, -1.588, 1.670], [-2.438, 1.966, -1.792], [-2.774, -2.637, 1.576], [-4.050, -1.461, 1.173], [-3.137, -1.401, 2.741], [-1.997, 1.760, -2.778], [-3.517, 1.707, -1.855], [-2.343, 3.040, -1.608], [-0.110, -2.805, 0.397], [0.995, -3.772, 0.350], [2.111, -3.504, -0.390], [2.226, -2.278, -1.056], [-1.113, -3.249, 0.321], [0.888, -4.695, 0.902], [2.931, -4.215, -0.467], [3.115, -2.019, -1.629], [0.006, -1.602, -0.404], [1.167, -1.342, -0.989], [1.357, 0.051, -1.529], [0.369, 0.936, -1.271], [0.520, 2.200, -1.689], [2.693, 1.770, -2.609], [1.652, 2.670, -2.361], [-0.331, 2.858, -1.504], [1.692, 3.712, -2.672], [2.544, 0.449, -2.187], [3.324, -0.295, -2.339], [3.605, 2.072, -3.120], [-2.245, 0.268, 0.099], [-1.506, 2.563, 1.485], [-2.223, 3.338, 1.165], [-0.481, 2.851, 1.196], [-1.572, 2.353, 2.562], [0.509, -2.904, 2.976], [-0.109, -2.305, 1.874], [-0.613, -1.039, 2.224], [-0.404, -0.912, 3.586], [-1.076, -0.075, 4.461], [-0.909, -0.347, 5.834], [-0.110, -1.404, 6.273], [0.517, -2.273, 5.362], [0.328, -2.025, 4.028], [-1.710, 0.722, 4.085], [-1.423, 0.283, 6.560], [0.038, -1.566, 7.344], [1.118, -3.129, 5.687]]}

***

{"formula": "C19H21BrF4NO14P", "method": "wB97M-V/def2-TZVPD", "smiles": "O=C(O[C@](Br)(CCCF)P(=O)(O)O)c1ccncc1.O=C1OC[C@@H](F)O1.O=C1OC[C@@H](F)O1.O=C1OC[C@@H](F)O1", "elements": ["O", "C", "O", "C", "Br", "C", "C", "C", "F", "P", "O", "O", "O", "C", "C", "C", "N", "C", "C", "H", "H", "H", "H", "H", "H", "H", "H", "H", "H", "H", "H", "O", "C", "O", "C", "C", "F", "O", "H", "H", "H", "O", "C", "O", "C", "C", "F", "O", "H", "H", "H", "O", "C", "O", "C", "C", "F", "O", "H", "H", "H"], "positions_angstrom": [[1.183, -2.620, 2.478], [1.379, -2.077, 1.444], [0.444, -2.136, 0.401], [-0.546, -1.102, 0.431], [-0.318, 0.248, 1.836], [-1.925, -1.812, 0.651], [-3.158, -0.847, 0.765], [-3.910, -1.165, 2.086], [-4.882, -0.186, 2.379], [-0.423, -0.269, -1.270], [0.665, 0.734, -1.201], [-1.798, 0.551, -1.683], [0.046, -1.361, -2.437], [2.696, -1.344, 1.224], [3.441, -1.343, 0.005], [4.644, -0.615, -0.068], [5.253, 0.165, 0.847], [4.494, 0.152, 1.966], [3.298, -0.536, 2.242], [-1.822, -2.438, 1.571], [-2.130, -2.506, -0.198], [-3.833, -1.021, -0.105], [-2.912, 0.233, 0.746], [-3.216, -1.216, 2.959], [-4.424, -2.147, 2.036], [-2.006, 1.189, -0.979], [-0.404, -1.202, -3.294], [3.080, -1.912, -0.867], [5.188, -0.691, -1.028], [4.888, 0.788, 2.789], [2.826, -0.456, 3.235], [-1.272, -2.471, -6.570], [-2.221, -1.975, -6.067], [-3.479, -2.015, -6.587], [-4.349, -1.426, -5.621], [-3.405, -0.563, -4.834], [-3.783, -0.479, -3.538], [-2.194, -1.275, -4.888], [-4.800, -2.213, -5.013], [-5.141, -0.853, -6.099], [-3.258, 0.439, -5.246], [6.938, -0.417, -2.544], [6.790, 0.756, -2.442], [5.648, 1.346, -1.997], [5.918, 2.743, -1.892], [7.062, 2.920, -2.850], [7.899, 3.905, -2.443], [7.739, 1.682, -2.763], [6.193, 2.983, -0.863], [5.046, 3.332, -2.169], [6.760, 3.100, -3.885], [-2.965, 3.826, 7.403], [-3.300, 2.900, 6.745], [-3.357, 2.905, 5.384], [-3.670, 1.575, 4.975], [-4.340, 1.015, 6.197], [-4.106, -0.316, 6.320], [-3.686, 1.691, 7.253], [-2.748, 1.046, 4.723], [-4.324, 1.576, 4.104], [-5.414, 1.204, 6.250]]}

***

Number 1: E_tot -1052.0115 Ha. Number 2: E_tot -5159.6326 Ha.